1.
22
Properties=species:S:1:pos:R:3 method="wB97M-V/def2-TZVPD" total_charge=+1 max_force_ha_per_bohr=0.113 e_above_lowest_kcal_mol=93.3 lumo_ha=-0.196 orbital_gap_ev=7.99
Si 1.930 -0.727 -0.020
O 3.051 0.000 -0.823
O 2.375 -1.621 1.230
N -1.368 0.913 -0.660
C -0.678 2.217 -0.720
C 0.120 -2.929 0.151
C 0.605 2.495 0.096
C 0.679 -1.845 -0.892
H -0.155 -1.687 -1.394
H -1.858 0.937 0.291
H -0.833 -2.778 0.759
H -0.378 2.232 -1.662
H 3.672 0.691 -1.168
H -1.214 3.167 -0.546
H 0.435 2.638 1.211
H 0.000 -3.923 -0.333
H -2.227 0.979 -1.289
H 3.072 -1.526 1.926
H 1.127 -2.269 -1.749
H 1.083 3.255 -0.363
H 1.199 1.542 0.015
H 0.881 -3.028 1.041

2.
22
Properties=species:S:1:pos:R:3 method="wB97M-V/def2-TZVPD" total_charge=+1 max_force_ha_per_bohr=0.104 e_above_lowest_kcal_mol=43.6 lumo_ha=-0.116 orbital_gap_ev=10.18
O -1.261 -0.989 -1.653
O 0.445 1.997 -1.272
O 1.229 -2.211 -0.836
N -0.756 -1.213 0.913
C 1.095 0.089 2.066
C 0.141 0.164 0.824
C -0.773 1.305 0.689
C -0.170 2.412 -0.367
H -1.347 -1.380 -0.044
H -1.480 -1.644 -2.375
H -0.130 3.403 -0.024
H -1.187 1.948 1.394
H 0.693 0.609 2.977
H -1.594 1.022 -0.028
H -1.287 -1.140 1.756
H 0.795 -0.032 -0.037
H 1.479 -1.804 -1.674
H 1.377 -3.147 -0.961
H -0.318 -1.103 -1.582
H -0.136 -1.968 0.915
H 1.355 -1.019 2.232
H 2.005 0.559 1.877

3.
22
Properties=species:S:1:pos:R:3 method="wB97M-V/def2-TZVPD" total_charge=+1 max_force_ha_per_bohr=0.073 e_above_lowest_kcal_mol=42.1 lumo_ha=-0.153 orbital_gap_ev=9.56
O 2.805 0.372 -2.251
O 0.577 3.369 -0.051
O -1.939 -3.006 0.716
N -0.298 -1.166 -0.771
C -0.459 1.019 2.340
C 0.319 -1.480 -1.822
C -0.105 -0.048 0.068
C -0.651 -0.051 1.285
H 0.646 3.905 -0.858
H 0.161 -2.510 -2.214
H -1.328 1.173 2.905
H 0.481 0.841 -0.212
H -1.377 -0.751 1.682
H 0.375 0.860 3.042
H 2.989 0.964 -1.511
H 1.144 -0.999 -2.438
H -0.900 -1.948 -0.349
H -2.899 -2.850 0.831
H -0.303 3.367 0.307
H 2.928 0.872 -3.054
H -0.271 2.000 1.889
H -1.896 -3.934 0.467